No. 1
C28H41HoN8OS as an isolated structure. Source: the OMol25 dataset; level of theory: ωB97M-V/def2-TZVPD.

```
! wB97M-V def2-TZVPD RIJCOSX def2/J DEFGRID3
* xyz 2 5
Ho -0.1890 0.2305 -0.1990
C 0.3972 -2.6585 3.6299
N -0.6698 -1.6864 3.8249
C -1.3067 -1.7663 5.1353
C -0.9050 -0.6585 2.9731
N -0.0062 -0.0593 2.1947
C 1.3554 0.0065 2.6212
C 1.6917 0.1536 3.9683
C 3.0046 0.0765 4.3990
C 4.0131 -0.1637 3.4790
C 3.7057 -0.2045 2.1308
C 2.3960 -0.0465 1.6771
N 2.1131 0.0104 0.2801
C 2.9446 0.6461 -0.5507
N 3.7051 1.7151 -0.2483
C 4.9669 1.9857 -0.9267
C 3.3845 2.6523 0.8185
N 3.0302 0.1991 -1.8433
C 2.5633 -1.1495 -2.1596
C 2.8545 1.1491 -2.9447
N -2.2077 -0.2778 2.8579
C -3.3108 -1.2227 3.0226
C -2.5508 0.8769 2.0559
H 1.2436 -2.4778 4.2926
H 0.7529 -2.6456 2.6019
H -0.0069 -3.6482 3.8492
H -0.5343 -1.7260 5.9081
H -1.8497 -2.7053 5.2555
H -1.9904 -0.9363 5.2879
H 0.9029 0.3317 4.6892
H 3.2333 0.1721 5.4520
H 5.0364 -0.2873 3.8066
H 4.4929 -0.3525 1.4007
H 5.2409 1.1508 -1.5645
H 5.7459 2.1246 -0.1746
H 4.9099 2.8964 -1.5256
H 2.3341 2.5786 1.0898
H 3.5845 3.6609 0.4550
H 3.9880 2.4797 1.7097
H 2.7351 -1.8105 -1.3157
H 3.1308 -1.5153 -3.0141
H 1.4991 -1.1720 -2.4330
H 3.3093 2.1085 -2.7152
H 1.7889 1.2956 -3.1554
H 3.3251 0.7521 -3.8421
H -2.9449 -2.1921 3.3435
H -3.8248 -1.3507 2.0662
H -4.0295 -0.8562 3.7562
H -1.8104 1.6610 2.1820
H -3.5199 1.2528 2.3804
H -2.6409 0.6001 0.9891
S -2.2390 -1.3676 -4.2681
C -1.6865 0.1799 -4.7035
C -1.1034 0.8343 -3.6584
C -1.0794 0.1036 -2.4310
C -1.6859 -1.1291 -2.6321
C -1.8496 -2.1790 -1.6353
C -2.4792 -3.3941 -1.9320
C -2.6119 -4.3643 -0.9641
C -2.1022 -4.1206 0.3088
C -1.4917 -2.9121 0.5373
N -1.3610 -1.9466 -0.3885
H -1.8138 0.5257 -5.7184
H -0.7104 1.8374 -3.7739
H -2.8556 -3.5577 -2.9316
H -3.1020 -5.3021 -1.1890
H -2.1699 -4.8545 1.0984
H -1.0774 -2.6925 1.5141
C -3.1397 3.2921 -0.9418
N -2.1313 4.1504 -0.3318
C -2.4548 5.5715 -0.2671
C -0.9734 3.6954 0.0789
O -0.6140 2.4976 0.0481
H -3.4529 3.7256 -1.8907
H -4.0134 3.2236 -0.2926
H -2.7297 2.3024 -1.1221
H -3.4366 5.7022 0.1849
H -2.4769 5.9971 -1.2705
H -1.7182 6.1050 0.3288
H -0.2953 4.4575 0.4724
*
```

The calculation puts the orbital gap (alpha / beta) at 7.9 / 8.0 eV. As for the total energy: -80293.264 eV. The value obtained for the LUMO energy (alpha / beta) is -5.1 / -5.0 eV. Its expectation value of S² is 6.00. As for the relative energy (zero: lowest compared OMol25 entry of this formula, charge and spin): 0.0 kcal per mole. The calculation puts the largest force on an atom at 0.86 eV/A.

No. 2
One molecule with the formula C28H41NO8 in a non-equilibrium geometry. Source: the OMol25 dataset; level of theory: ωB97M-V/def2-TZVPD.

```
! wB97M-V def2-TZVPD RIJCOSX def2/J DEFGRID3
* xyz 0 1
C -0.5132 3.3198 -0.1494
C 0.1109 2.2933 -0.7119
C 0.3587 0.9579 -0.0691
C -0.2322 -0.0690 -1.1290
O -1.4482 0.4482 -1.6316
C -2.3806 -0.4759 -2.0322
C -2.1209 -1.8312 -2.2230
C -3.1125 -2.7396 -2.6166
C -2.7826 -4.2064 -2.7682
C -4.4052 -2.2647 -2.8398
C -4.6554 -0.9021 -2.6815
C -3.6752 0.0135 -2.2899
C -4.0452 1.4726 -2.1731
C -3.2074 2.3341 -3.1499
C -4.0074 2.0262 -0.7284
C -0.4833 0.6509 1.1581
O -1.6467 0.7647 1.3177
O 0.3346 0.1333 2.1321
C 1.5377 -0.3337 1.5566
C 2.5505 -0.2396 2.7242
C 3.9252 -0.8512 2.4228
N 4.0297 -2.1953 3.0798
O 1.5607 -1.6877 1.1712
C 0.3844 -2.4674 1.4195
C 0.3111 -3.0404 2.8381
C -0.7404 -2.3904 3.7447
C 1.8112 0.6562 0.4004
C 2.8362 0.2655 -0.6719
C 2.6160 -1.0687 -1.4319
C 2.7691 -0.8623 -2.9155
O 1.8938 -0.9424 -3.7164
O 4.0320 -0.5944 -3.3231
C 2.3877 1.9907 0.9196
O 1.6116 2.5574 1.9677
C 2.0688 3.7733 2.3886
C 1.0035 4.8061 2.5174
O 3.2209 3.9492 2.6494
H -1.1963 3.1485 0.6723
H -0.3527 4.3413 -0.4614
H 0.4736 2.4188 -1.7279
H 0.4455 -0.1598 -1.9733
H -0.3731 -1.0198 -0.6223
H -1.1301 -2.2231 -2.0417
H -3.5467 -4.7775 -2.2438
H -1.8538 -4.4071 -2.2390
H -2.7341 -4.5189 -3.8060
H -5.2079 -2.9305 -3.1209
H -5.6593 -0.5428 -2.8646
H -5.0699 1.5704 -2.5224
H -2.3986 2.8528 -2.6441
H -3.8393 3.0716 -3.6427
H -2.8193 1.7077 -3.9501
H -3.2919 2.8387 -0.6559
H -3.8058 1.2356 -0.0157
H -4.9821 2.4490 -0.4869
H 2.1221 -0.8706 3.4984
H 2.5936 0.7627 3.1365
H 4.7053 -0.2273 2.8503
H 4.0615 -1.0215 1.3611
H 4.1987 -2.8934 2.3650
H 4.8796 -2.2134 3.6325
H 0.4760 -3.3194 0.7473
H -0.5417 -1.9670 1.1391
H 1.3029 -3.0478 3.2824
H 0.0368 -4.0914 2.7317
H -1.6446 -2.1073 3.2170
H -0.9565 -3.0747 4.5626
H -0.3043 -1.5170 4.2254
H 2.8178 1.0762 -1.4048
H 3.8293 0.3086 -0.2351
H 3.4260 -1.7440 -1.1485
H 1.7034 -1.5840 -1.1851
H 4.5743 -0.3409 -2.5671
H 2.5780 2.6822 0.1026
H 3.3694 1.7513 1.3364
H 1.3065 5.5852 3.2029
H 0.8380 5.2108 1.5203
H 0.0721 4.3369 2.8201
*
```

The calculation puts the orbital gap at 8.3 eV. As for the total energy: -47570.102 eV. The value obtained for the LUMO energy is 0.2 eV. Its structure (SMILES) is C=C[C@]1(COc2cc(C)ccc2C(C)C)C(=O)O[C@@](CCN)(OCCC)[C@]1(CCC(=O)O)COC(C)=O. The calculation puts the largest force on an atom at 3.03 eV/A.

No. 3
C28H42AgN8S as an isolated structure. Source: the OMol25 dataset; level of theory: ωB97M-V/def2-TZVPD.

```
! wB97M-V def2-TZVPD RIJCOSX def2/J DEFGRID3
* xyz -1 1
Ag -2.6015 -1.1171 -0.7264
N -2.8918 -2.8129 1.4407
C -2.3590 -4.0119 0.8320
C -3.0379 -4.2875 -0.5080
N -2.6748 -3.2623 -1.4922
H -2.2354 -2.2796 1.9929
H -3.7458 -2.9599 1.9574
H -2.4458 -4.9092 1.4602
H -1.2945 -3.8531 0.6486
H -4.1209 -4.2575 -0.3683
H -2.7751 -5.2953 -0.8511
H -3.2418 -3.3078 -2.3291
H -1.7075 -3.3626 -1.7836
C -2.4016 0.7732 0.0835
C -1.6521 1.4030 0.8298
C -0.7641 2.0444 1.7400
C 0.0677 3.1047 1.2351
C 0.1437 3.3332 -0.1656
C 0.9223 4.3330 -0.7121
C 1.6732 5.1905 0.0900
C 1.5822 5.0215 1.4671
C 0.8054 4.0215 2.0276
C -0.7484 1.5068 3.0838
C -1.8405 0.7187 3.5387
C -1.8355 0.0830 4.7648
C -0.7435 0.1766 5.6260
C 0.3440 0.9307 5.2035
C 0.3467 1.5801 3.9797
H -0.4541 2.6924 -0.8041
H 0.9447 4.4575 -1.7919
H 2.2839 5.9738 -0.3416
H 2.1184 5.6946 2.1289
H 0.7259 3.9834 3.1040
H -2.6940 0.6157 2.8798
H -2.7059 -0.4970 5.0579
H -0.7377 -0.3281 6.5842
H 1.2275 1.0010 5.8300
H 1.2504 2.0939 3.6848
C 1.6165 1.2286 -3.0592
N 0.7976 0.2772 -3.8049
C 1.5260 -0.8729 -4.2892
C -0.5620 0.2791 -3.7443
S -1.4460 -1.1546 -3.7849
N -1.1379 1.5058 -3.6442
C -0.6339 2.6096 -4.4517
C -2.5637 1.6218 -3.3806
H 2.2109 0.6898 -2.3159
H 0.9852 1.9302 -2.5261
H 2.2907 1.7733 -3.7276
H 2.4310 -0.5200 -4.7907
H 0.9121 -1.4379 -4.9834
H 1.8265 -1.5297 -3.4690
H 0.4325 2.5366 -4.6286
H -0.8365 3.5501 -3.9393
H -1.1481 2.6251 -5.4208
H -2.8519 0.9530 -2.5768
H -3.1504 1.4171 -4.2835
H -2.7559 2.6391 -3.0403
C 0.8381 -0.7200 -0.3593
N 2.2510 -0.4171 -0.0866
C 2.3574 -0.0962 1.3447
N 1.9285 -1.2196 2.1863
C 0.5314 -1.5156 1.8581
N 0.3644 -1.8624 0.4393
C 1.2120 -3.0103 0.1386
N 2.6312 -2.7696 0.4401
C 3.0544 -1.6064 -0.3492
C 2.7309 -2.3900 1.8571
H 0.7057 -0.9673 -1.4168
H 0.2235 0.1506 -0.1228
H 1.7254 0.7680 1.5588
H 3.3975 0.1451 1.5800
H -0.0846 -0.6449 2.0808
H 0.1997 -2.3577 2.4760
H 1.1180 -3.2546 -0.9249
H 0.8828 -3.8704 0.7310
H 2.9832 -1.8708 -1.4071
H 4.1004 -1.3875 -0.1166
H 3.7800 -2.1832 2.0860
H 2.3993 -3.2325 2.4705
*
```

The calculation puts the orbital gap at 4.2 eV. As for the total energy: -56471.483 eV. The value obtained for the LUMO energy is 2.3 eV. As for the relative energy (zero: lowest compared OMol25 entry of this formula, charge and spin): 0.0 kcal per mole. The calculation puts the largest force on an atom at 0.30 eV/A.